The following is a DFT calculation (ωB97M-V/def2-TZVPD) of C26H60HgN8O10 as an isolated structure at a distorted geometry.

Computed properties:
- largest force on an atom (eV Å⁻¹) = 5.9
- DFT total energy (eV) = -64499.1617

Structure (XYZ):
```
105
Properties=species:S:1:pos:R:3:mulliken_charge:R:1
Hg -0.9920 1.0100 0.2050 3.597
O -0.6940 0.5274 2.4404 -0.956
C -1.9273 -0.0971 2.7423 -0.722
C -2.6288 -1.0300 1.6507 -0.301
O -2.4110 -0.7309 0.2592 -0.870
H -2.5925 0.7013 3.0712 0.118
H -1.8065 -0.6909 3.6483 0.346
H -3.6240 -0.8188 2.0419 0.237
H -2.3949 -2.0905 1.7442 0.262
C 1.7049 -0.6705 -5.5594 0.056
O 0.8085 0.0829 -5.8913 -0.546
N 1.7260 -1.5377 -4.5753 0.267
C 2.9354 -2.1580 -4.0621 -0.866
C 0.4952 -1.9661 -3.8587 -0.969
H 2.7314 -0.4830 -5.9107 0.329
H 3.8911 -1.9660 -4.5498 0.344
H 2.9295 -3.2466 -4.1166 0.360
H 3.1069 -1.7869 -3.0517 0.175
H -0.3833 -1.3647 -4.0924 0.155
H 0.2483 -2.9910 -4.1360 0.470
H 0.6703 -1.9853 -2.7830 0.203
C 2.3944 0.6180 6.5408 0.076
O 2.6934 -0.4122 7.1801 -0.598
N 1.6804 0.6637 5.3708 0.160
C 1.0140 1.8595 4.8675 -0.588
C 1.3285 -0.5627 4.6601 -0.751
H 2.5343 1.6472 6.9060 0.273
H 1.1632 2.7478 5.4813 0.434
H -0.0680 1.9498 4.9633 0.273
H 1.4580 2.2280 3.9427 -0.078
H 1.0370 -0.2825 3.6479 -0.081
H 2.0535 -1.3652 4.7961 0.402
H 0.3288 -0.8283 5.0038 0.327
C -2.3671 -3.5103 -2.2779 -0.047
O -2.6326 -3.4255 -3.5587 -0.710
N -2.0612 -4.7124 -1.7352 0.233
C -2.1147 -5.9983 -2.3758 -1.067
C -1.8642 -4.7450 -0.3072 -0.456
H -2.6454 -2.7373 -1.5449 0.459
H -2.9558 -6.6792 -2.2450 0.283
H -1.0998 -6.3301 -2.1566 0.406
H -2.2199 -5.7979 -3.4421 0.348
H -1.3441 -3.8532 0.0425 -0.177
H -2.8503 -4.8053 0.1533 0.344
H -1.2783 -5.5541 0.1289 0.377
C 2.3152 0.0837 -0.3482 -0.925
O 1.0630 0.0904 -0.3486 -0.837
N 3.0932 0.4844 -1.3643 0.725
C 4.4840 0.3693 -1.3244 -1.207
C 2.5001 1.3100 -2.4197 -0.755
H 2.8948 -0.2415 0.5296 0.529
H 4.8639 0.1610 -2.3246 0.350
H 4.8831 -0.4167 -0.6833 0.447
H 5.0692 1.2434 -1.0386 0.295
H 3.2205 1.2917 -3.2376 0.432
H 1.6015 0.9021 -2.8826 -0.032
H 2.3593 2.3315 -2.0666 0.240
C 0.5140 -3.2961 3.2379 0.222
O 0.6717 -3.7397 4.3984 -0.678
N 1.3040 -3.6241 2.2025 0.313
C 1.3514 -2.9716 0.9596 -0.426
C 2.5410 -4.3919 2.4312 -1.089
H -0.2782 -2.6167 2.8870 0.277
H 1.4937 -3.6328 0.1048 0.272
H 2.1049 -2.1840 0.9490 0.344
H 0.3281 -2.6121 0.8506 -0.386
H 2.8038 -4.9266 1.5185 0.271
H 3.2715 -3.6230 2.6829 0.379
H 2.4747 -4.9755 3.3494 0.338
C -3.8651 2.4448 -0.0805 -0.010
O -2.6668 2.6138 0.2383 -0.814
N -4.9027 2.2923 0.7437 0.263
C -6.1618 1.8574 0.4204 -1.003
C -4.6910 2.2465 2.2329 -1.018
H -4.0002 2.4848 -1.1724 0.347
H -6.9561 2.1819 1.0927 0.345
H -6.1759 0.7684 0.3747 0.352
H -6.5488 2.1448 -0.5572 0.335
H -3.6605 2.2792 2.5868 0.147
H -5.2715 3.0930 2.5997 0.469
H -5.1540 1.3881 2.7196 0.428
C -1.3995 1.5041 -3.3891 -0.125
O -1.3483 1.3274 -2.1582 -0.652
N -1.3112 2.7466 -3.9276 0.212
C -1.2117 2.8880 -5.4167 -1.029
C -1.1676 4.0242 -3.1685 -0.753
H -1.2781 0.7209 -4.1533 0.209
H -0.3900 3.5374 -5.7186 0.288
H -2.1930 3.3347 -5.5767 0.396
H -0.9585 2.0045 -6.0028 0.327
H -1.9956 4.6813 -3.4346 0.350
H -1.2403 3.8503 -2.0949 0.065
H -0.1938 4.5072 -3.2487 0.321
C 0.6639 3.7844 1.0987 -0.213
O 0.3476 2.8473 0.3382 -0.500
N 1.9293 3.9936 1.5423 0.118
C 2.1064 4.8853 2.7185 -0.714
C 2.9491 3.1530 1.0560 -0.547
H -0.1836 4.4013 1.4353 0.400
H 1.3308 5.6508 2.6957 0.323
H 3.0965 5.3378 2.6627 0.301
H 1.9826 4.2199 3.5729 0.225
H 3.8515 3.7632 1.0170 0.444
H 2.9837 2.2318 1.6376 0.226
H 2.7777 2.9729 -0.0052 -0.142
```